Record 1
{"formula": "C5H9NO2", "method": "ωB97M-V/def2-TZVPD", "homo_lumo_gap_ev": [8.21, 8.21], "total_charge": 0, "relative_energy_kj_mol": 465.3, "energy_ha": -400.99952, "homo_energy_ev": [-8.9, -8.9], "symbols": ["C", "C", "C", "C", "C", "O", "O", "N", "H", "H", "H", "H", "H", "H", "H", "H", "H"], "positions_angstrom": [[-1.86919, -0.21330, 0.16036], [1.34174, 1.97832, 0.52927], [0.34012, 0.17376, -0.72692], [0.02449, -0.89850, 0.46582], [0.10520, -2.22391, 0.21989], [-1.61482, 0.99579, -0.16347], [0.08023, -0.40666, -1.91701], [1.16604, 1.11192, -0.59875], [0.18604, 0.27810, -2.59366], [-2.18364, -0.90365, -0.63776], [-2.33357, -0.45498, 1.12761], [0.40697, -0.52887, 1.41061], [0.46345, 2.61470, 0.64174], [2.21887, 2.59871, 0.34930], [1.50769, 1.43529, 1.46722], [0.46424, -2.92640, 0.96088], [-0.30387, -2.63032, -0.69513]]}

=====

Record 2
{"formula": "C3H5N2O2S", "method": "ωB97M-V/def2-TZVPD", "homo_lumo_gap_ev": [7.50, 7.87], "total_charge": 1, "relative_energy_kj_mol": 452.8, "energy_ha": -774.99531, "homo_energy_ev": [-14.0, -14.2], "symbols": ["O", "N", "C", "S", "N", "O", "C", "C", "H", "H", "H", "H", "H"], "positions_angstrom": [[0.29520, -2.61298, 0.49633], [0.42350, -1.39093, 0.43919], [1.51282, -0.76433, 0.95193], [1.49769, 1.08637, 0.85041], [2.34621, -0.00779, -0.78769], [3.47786, -0.02913, -0.74645], [-0.07676, 0.99889, -0.14980], [-0.48744, -0.53458, -0.18397], [2.36262, -1.09795, 1.44591], [0.18333, 1.28945, -1.16226], [-0.77249, 1.52635, 0.43567], [-1.46347, -0.58612, 0.13166], [-0.54599, -0.94270, -1.28449]]}

=====

Record 3
{"formula": "C5H10ClN", "method": "ωB97M-V/def2-TZVPD", "homo_lumo_gap_ev": 9.98, "total_charge": 0, "relative_energy_kj_mol": 463.0, "energy_ha": -711.27911, "homo_energy_ev": -9.1, "symbols": ["C", "C", "C", "C", "C", "H", "H", "H", "H", "H", "H", "H", "H", "H", "H", "N", "Cl"], "positions_angstrom": [[2.07656, 1.01080, 0.17005], [1.03940, 0.05718, 0.16250], [-0.12420, 0.51369, -0.67120], [-1.54070, 0.11558, -0.34945], [-1.73632, -0.86222, 0.80826], [2.74165, 0.92762, 1.09159], [1.63858, 2.23049, 0.00197], [3.00233, 0.56382, -0.76415], [0.63590, -0.00567, 1.20238], [-0.00443, 1.45372, -1.11581], [-0.38998, -1.45557, -1.51302], [-2.37764, 0.66797, -0.46621], [-2.51271, -1.60558, 0.22851], [-2.62798, -0.38134, 1.69400], [-0.84182, -1.39111, 1.26962], [-0.86780, -0.46990, -1.46533], [1.88916, -1.36948, -0.28372]]}